Entry 1:
The following is a DFT calculation (ωB97M-V with the def2-TZVPD basis set) of a molecular structure, C12H23N3PdS5.

Its total charge is +4. As for the spin multiplicity: 5. For the LUMO energy (alpha / beta), the calculation gives -12.4 / -16.5 eV. The gap between HOMO and LUMO (alpha / beta) is 0.346 / 0.238 Eh. For the HOMO energy (alpha / beta), the calculation gives -21.84 / -22.97 eV.

Geometry (Å):
Pd: -0.30 -0.06 -0.44
C: -0.82 -1.60 2.02
C: -0.13 -2.79 1.35
S: 0.87 -2.24 -0.10
C: 0.38 -3.32 -1.51
C: -0.01 -2.50 -2.73
S: -1.51 -1.56 -2.28
C: -1.69 -0.18 -3.46
C: -2.71 0.80 -2.86
S: -2.11 1.52 -1.28
C: -3.38 1.15 -0.01
C: -2.77 0.59 1.27
S: -2.19 -1.11 0.90
H: -0.13 -0.76 2.18
H: -1.23 -1.91 2.99
H: -0.86 -3.53 1.03
H: 0.56 -3.27 2.05
H: -0.42 -3.99 -1.19
H: 1.26 -3.94 -1.75
H: -0.27 -3.18 -3.55
H: 0.78 -1.82 -3.06
H: -2.08 -0.57 -4.41
H: -0.72 0.29 -3.64
H: -3.67 0.32 -2.69
H: -2.85 1.63 -3.55
H: -4.13 0.47 -0.43
H: -3.88 2.10 0.21
H: -3.56 0.52 2.03
H: -1.96 1.21 1.65
C: 4.40 0.32 2.61
C: 3.16 1.12 2.92
C: 2.40 1.65 1.76
N: 1.45 1.06 1.06
N: 0.92 1.80 0.10
C: 1.44 3.03 0.02
N: 1.06 3.97 -0.82
S: 2.70 3.28 1.24
H: 4.70 -0.28 3.48
H: 5.27 0.98 2.44
H: 4.31 -0.31 1.72
H: 3.43 1.94 3.59
H: 2.49 0.49 3.53
H: 0.33 3.79 -1.51
H: 1.49 4.89 -0.84



Entry 2:
The following is a DFT calculation (ωB97M-V with the def2-TZVPD basis set) of 2 unconnected molecules or ions with the total composition C4H9NO2.

The structure (SMILES) is [H]/N=C\C.CC(=O)O. Its total charge is 0. The calculation puts the energy above the lowest of the compared OMol25 structures with the same formula, charge and spin at 42.6 kcal/mol. For the LUMO energy, the calculation gives 0.7 eV. The gap between HOMO and LUMO is 0.398 Eh. For the HOMO energy, the calculation gives -10.09 eV.

Geometry (Å):
C: 0.88 -1.89 -0.55
C: -0.32 -1.20 0.21
O: -1.47 -1.24 -0.49
O: -0.32 -1.13 1.42
H: -1.36 -1.71 -1.33
H: 1.75 -1.98 0.10
H: 1.13 -1.34 -1.45
H: 0.52 -2.88 -0.82
C: -0.41 2.05 1.04
C: -0.28 1.34 -0.27
N: 0.81 0.96 -0.84
H: 1.61 1.00 -0.21
H: -1.15 1.38 -0.92
H: -0.91 3.01 0.90
H: -1.03 1.44 1.69
H: 0.56 2.18 1.52



Entry 3:
The following is a DFT calculation (ωB97M-V with the def2-TZVPD basis set) of a molecular structure, C15H60O15.

Its total charge is 0. The calculation puts the energy above the lowest of the compared OMol25 structures with the same formula, charge and spin at 475.3 kcal/mol. For the LUMO energy, the calculation gives 0.2 eV. The gap between HOMO and LUMO is 0.221 Eh. For the HOMO energy, the calculation gives -5.81 eV.

Geometry (Å):
C: -0.33 -0.11 4.25
O: 0.01 0.69 3.10
H: -0.67 -1.08 3.89
H: 0.57 -0.26 4.85
H: -1.13 0.34 4.83
H: 0.48 1.48 3.38
C: 1.72 -3.41 -0.65
O: 1.69 -3.06 -2.03
H: 1.89 -2.51 -0.06
H: 0.87 -3.99 -0.31
H: 2.60 -4.03 -0.44
H: 1.75 -3.85 -2.59
C: -4.31 0.15 2.53
O: -4.99 0.30 1.30
H: -4.59 -0.78 3.06
H: -3.18 0.09 2.37
H: -4.53 1.01 3.18
H: -4.77 -0.52 0.81
C: 3.31 2.88 -2.46
O: 2.50 2.24 -1.47
H: 2.74 2.95 -3.40
H: 3.50 3.89 -2.08
H: 4.21 2.34 -2.73
H: 2.56 1.30 -1.69
C: -3.70 -1.65 -1.37
O: -4.91 -1.54 -0.63
H: -2.90 -1.28 -0.73
H: -3.43 -2.70 -1.49
H: -3.71 -1.10 -2.30
H: -5.62 -1.99 -1.11
C: 0.63 -4.14 2.36
O: -0.18 -3.82 1.23
H: 1.63 -4.45 2.04
H: 0.59 -3.36 3.12
H: 0.20 -5.03 2.83
H: -0.15 -2.84 1.15
C: 4.00 0.16 0.56
O: 5.22 0.16 1.31
H: 3.19 0.73 1.03
H: 4.22 0.59 -0.41
H: 3.72 -0.88 0.42
H: 5.06 -0.52 1.98
C: 1.36 3.58 1.35
O: 0.63 3.43 0.15
H: 2.12 4.36 1.27
H: 0.71 3.86 2.18
H: 1.90 2.65 1.57
H: 1.26 3.01 -0.47
C: 2.79 -0.35 -3.70
O: 2.38 -0.40 -2.35
H: 2.04 -0.84 -4.33
H: 2.99 0.63 -4.12
H: 3.60 -1.05 -3.94
H: 1.99 -1.28 -2.21
C: 0.06 -0.51 -0.20
O: -0.01 -1.15 1.06
H: -0.97 -0.36 -0.53
H: 0.56 0.46 -0.13
H: 0.48 -1.13 -1.00
H: -0.02 -0.50 1.79
C: -0.70 1.61 -3.12
O: -1.94 1.79 -3.80
H: -0.80 0.71 -2.52
H: 0.16 1.57 -3.79
H: -0.51 2.48 -2.49
H: -1.81 2.51 -4.43
C: -3.03 2.60 2.22
O: -3.23 1.22 2.62
H: -3.96 3.15 2.34
H: -2.22 3.12 2.74
H: -2.74 2.61 1.14
H: -2.34 0.83 2.73
C: -2.91 3.03 -0.47
O: -2.00 4.13 -0.54
H: -2.96 2.44 0.47
H: -3.89 3.50 -0.48
H: -2.80 2.34 -1.32
H: -1.09 3.78 -0.40
C: 3.23 -1.90 3.22
O: 4.63 -1.86 3.12
H: 2.77 -1.86 2.23
H: 2.87 -2.81 3.71
H: 2.78 -1.07 3.77
H: 4.96 -2.33 3.89
C: -1.89 -1.72 -4.09
O: -2.73 -0.74 -4.67
H: -1.62 -1.49 -3.06
H: -2.42 -2.67 -4.15
H: -0.95 -1.89 -4.63
H: -2.50 0.12 -4.27



Entry 4:
The following is a DFT calculation (ωB97M-V with the def2-TZVPD basis set) of 3 unconnected molecules or ions with the total composition C12H30FO4SSi.

Its total charge is -1. For the LUMO energy, the calculation gives 2.5 eV. The gap between HOMO and LUMO is 0.230 Eh. For the HOMO energy, the calculation gives -3.74 eV.

Geometry (Å):
C: -0.20 1.44 -0.68
Si: 0.31 -0.25 -1.49
C: 0.01 -1.79 -0.36
C: -0.88 -0.48 -3.03
C: 2.09 -0.10 -2.21
S: 3.42 -0.61 -0.99
O: 3.70 -2.15 -1.01
O: 3.07 -0.06 0.42
F: 4.88 0.21 -1.49
H: -1.30 1.37 -0.22
H: -0.21 2.23 -1.56
H: 0.57 1.84 0.11
H: 0.07 -2.76 -1.05
H: -1.09 -1.80 0.09
H: 0.73 -1.88 0.56
H: -0.27 -1.06 -3.87
H: -1.13 0.57 -3.48
H: -1.82 -1.14 -2.79
H: 2.24 1.07 -2.39
C: -6.95 0.73 -1.80
C: -5.76 0.49 -2.72
O: -4.89 -0.54 -2.26
C: -5.46 -1.84 -2.12
C: -6.02 -2.39 -3.43
H: -6.61 0.98 -0.79
H: -7.56 1.56 -2.18
H: -7.59 -0.15 -1.73
H: -5.16 1.41 -2.76
H: -6.08 0.29 -3.74
H: -6.22 -1.83 -1.34
H: -4.66 -2.50 -1.77
H: -6.83 -1.77 -3.82
H: -6.41 -3.40 -3.27
H: -5.24 -2.43 -4.19
C: 4.70 2.79 4.90
C: 5.31 1.52 5.46
O: 4.63 0.33 5.06
C: 4.57 0.08 3.65
C: 5.94 -0.06 3.01
H: 3.64 2.87 5.20
H: 5.24 3.67 5.27
H: 4.73 2.82 3.81
H: 5.26 1.55 6.55
H: 6.37 1.45 5.21
H: 3.98 0.86 3.16
H: 4.03 -0.86 3.52
H: 6.53 0.86 3.10
H: 5.84 -0.28 1.94
H: 6.51 -0.86 3.49



Entry 5:
The following is a DFT calculation (ωB97M-V with the def2-TZVPD basis set) of 2 unconnected molecules or ions with the total composition CH3O4S2.

Its total charge is -1. The calculation puts the energy above the lowest of the compared OMol25 structures with the same formula, charge and spin at 22.1 kcal/mol. For the LUMO energy, the calculation gives 3.6 eV. The gap between HOMO and LUMO is 0.308 Eh. For the HOMO energy, the calculation gives -4.76 eV.

Geometry (Å):
C: 1.93 -0.60 -0.33
O: -0.77 0.53 1.32
O: -2.78 -0.81 0.84
O: -1.85 0.89 -0.84
O: 1.03 -1.35 -0.10
S: 1.74 1.03 -0.27
S: -1.54 -0.48 0.17
H: 2.87 -1.09 -0.66
H: 0.25 0.72 0.95
H: -0.88 1.16 -1.08



Entry 6:
The following is a DFT calculation (ωB97M-V with the def2-TZVPD basis set) of 2 unconnected molecules or ions with the total composition C8H13NS.

The structure (SMILES) is CC(=S)[C@]1(C)N=C1C.C=C. Its total charge is 0. The calculation puts the energy above the lowest of the compared OMol25 structures with the same formula, charge and spin at 76.2 kcal/mol. For the LUMO energy (alpha / beta), the calculation gives -0.5 / -0.5 eV. The gap between HOMO and LUMO (alpha / beta) is 0.294 / 0.294 Eh. For the HOMO energy (alpha / beta), the calculation gives -8.50 / -8.50 eV.

Geometry (Å):
C: 1.46 -0.59 0.54
C: 2.59 0.20 -0.02
C: 0.17 0.12 0.64
C: -3.37 -0.39 -1.41
C: -4.48 0.16 -0.94
C: 1.91 -1.78 1.40
C: 2.32 0.85 -1.30
C: -0.35 1.23 1.45
N: -0.02 -0.76 -0.25
S: 4.26 0.08 0.49
H: -2.86 -1.32 -1.04
H: -2.83 0.05 -2.23
H: -5.04 -0.23 -0.07
H: -5.08 1.00 -1.26
H: 2.31 -2.58 0.66
H: 0.98 -2.20 1.85
H: 2.70 -1.40 2.07
H: 2.09 0.14 -2.16
H: 3.17 1.47 -1.73
H: 1.41 1.47 -1.38
H: -1.41 1.38 1.27
H: 0.12 1.97 0.94
H: -0.05 1.12 2.48



Per-record max |F|, hartree/bohr: 0.051; 0.084; 0.377; 0.112; 0.070; 0.076